#i
Density functional theory data (the ωB97M-V functional and the def2-TZVPD basis) for the ion C4H12N2 with charge -1.

The HOMO energy (spin up / spin down) is 1.43 / -4.90 eV. As for the multiplicity: 2. For the lowest unoccupied orbital energy (spin up / spin down), the calculation gives 0.154 / 0.149 Ha. Its charge is -1.

The geometry in XYZ format:
```
18
C4H12N2 (the ωB97M-V functional and the def2-TZVPD basis)
N -1.701 0.036 0.972
C -0.327 0.404 0.615
C 0.094 1.787 1.106
C -0.213 0.177 -0.944
N -0.043 -1.290 -1.087
C 1.317 -1.717 -1.147
H -1.844 0.122 1.975
H -2.371 0.627 0.488
H 0.326 -0.313 1.173
H -0.021 1.660 2.185
H -0.333 2.594 0.506
H 1.154 2.012 0.901
H 0.605 0.863 -1.284
H -1.156 0.415 -1.429
H -0.668 -1.660 -0.383
H 1.924 -1.225 -1.902
H 1.911 -1.739 -0.208
H 1.348 -2.753 -1.537
```

***

#ii
Density functional theory data (the ωB97M-V functional and the def2-TZVPD basis) for the ion C4H12N2 with charge -1.

The HOMO energy (spin up / spin down) is 1.57 / -5.11 eV. As for the multiplicity: 2. For the lowest unoccupied orbital energy (spin up / spin down), the calculation gives 0.146 / 0.144 Ha. Its charge is -1.

The geometry in XYZ format:
```
18
C4H12N2 (the ωB97M-V functional and the def2-TZVPD basis)
C 1.040 0.811 -1.261
N 1.715 1.460 -0.150
C -0.373 0.415 -0.974
C -0.204 -0.896 -0.129
C -1.431 -1.228 0.750
N -0.988 -0.674 2.095
H 1.479 -0.173 -1.468
H 1.078 1.372 -2.261
H 1.430 2.390 0.041
H 2.732 1.578 -0.284
H -1.005 0.169 -1.802
H -0.889 1.338 -0.538
H 0.695 -0.759 0.484
H 0.072 -1.742 -0.766
H -2.091 -0.422 0.363
H -1.809 -2.237 0.858
H -1.501 -0.876 2.918
H 0.049 -0.526 2.124
```

***

#i wins, 12.4 kcal/mol ahead of the next structure.

***

#i
Density functional theory data (the ωB97M-V functional and the def2-TZVPD basis) for a structure of composition C10H13P.

The HOMO energy is -8.85 eV. For the lowest unoccupied orbital energy, the calculation gives 0.030 Ha.

The geometry in XYZ format:
```
24
C10H13P (the ωB97M-V functional and the def2-TZVPD basis)
C 3.071 0.395 0.448
C 2.691 1.465 -0.356
C 2.099 -0.561 0.942
C 1.317 1.619 -0.719
C 0.795 -0.398 0.526
C 0.389 0.725 -0.212
C -0.555 -0.799 0.719
C -1.047 0.463 -0.125
C -1.188 -2.151 0.036
C -1.874 0.106 -1.553
P -1.892 1.705 0.867
H 4.043 0.290 0.814
H 3.483 2.089 -0.700
H 2.525 -1.446 1.406
H 1.051 2.565 -1.245
H -0.940 -0.864 1.703
H -2.242 -2.020 -0.025
H -0.863 -2.967 0.633
H -0.868 -2.363 -1.072
H -1.273 -0.628 -2.158
H -2.098 1.104 -1.969
H -2.749 -0.417 -1.211
H -0.984 1.398 2.026
H -2.889 0.690 1.226
```

***

#ii
Density functional theory data (the ωB97M-V functional and the def2-TZVPD basis) for the molecule C10H13P.

Its SMILES is CC1=C/C=C\[C@@H]2P[C@]2(C)/C=C\1. The HOMO energy is -8.38 eV. For the lowest unoccupied orbital energy, the calculation gives 0.033 Ha.

The geometry in XYZ format:
```
24
C10H13P (the ωB97M-V functional and the def2-TZVPD basis)
C 0.716 -1.867 2.206
C 0.423 -1.379 0.847
C -0.729 -1.730 0.319
C -1.101 -1.497 -1.075
C -1.132 -0.377 -1.818
C -1.004 0.930 -1.278
P -0.203 2.292 -2.280
C 0.273 1.427 -0.636
C 0.074 2.245 0.646
C 1.392 0.562 -0.608
C 1.542 -0.609 0.086
H 0.956 -2.921 2.303
H -0.183 -1.712 2.975
H 1.669 -1.514 2.601
H -1.354 -2.468 0.866
H -1.507 -2.447 -1.632
H -1.408 -0.428 -2.848
H -1.965 1.155 -0.799
H -1.066 3.318 -1.816
H -0.110 1.607 1.483
H -0.769 2.904 0.519
H 0.857 2.876 0.882
H 2.256 0.828 -1.138
H 2.372 -1.196 0.197
```

***

#i wins, 19.7 kcal/mol ahead of the next structure.